Version a
Entry from the Open Molecules 2025 dataset: the molecule C4H5ClOS2 (ωB97M-V/def2-TZVPD).

Calculated values
LUMO energy = -0.829 eV
SMILES = O[C@H]1C(=S)[C@@H](S)[C@@H]1Cl
gap between HOMO and LUMO = 0.3146 Eh
charge = 0

Each line ends with the Löwdin charge.
Element x y z (Å)
O1 0.746 -0.584 2.155  0.00
C1 0.630 0.202 0.988  -0.40
C2 0.898 -0.409 -0.360  -0.80
S1 1.658 -1.746 -0.717  0.83
C3 -0.141 0.443 -1.017  -0.70
S2 -1.028 -0.049 -2.499  0.77
C4 -0.770 0.571 0.409  -0.62
Cl1 -1.560 2.128 0.844  0.60
H1 0.666 -1.503 1.877  0.08
H2 1.239 1.111 1.082  0.17
H3 0.315 1.429 -1.206  0.12
H4 -1.203 -1.351 -2.240  -0.14
H5 -1.451 -0.242 0.683  0.12

---

Version b
Entry from the Open Molecules 2025 dataset: the molecule C4H5ClOS2 (ωB97M-V/def2-TZVPD).

Calculated values
LUMO energy = -0.913 eV
SMILES = CSC(=S)[C@@H](Cl)C=O
gap between HOMO and LUMO = 0.2933 Eh
charge = 0

Each line ends with the Löwdin charge.
Element x y z (Å)
C1 -1.715 -0.210 -0.798  -0.39
S1 -1.491 1.329 0.138  0.87
C2 0.285 1.206 0.128  -1.12
S2 1.169 2.489 0.652  0.66
C3 1.083 -0.037 -0.258  -0.79
Cl1 2.785 0.159 -0.435  0.68
C4 0.865 -0.699 1.157  -0.29
O1 -0.069 -1.443 1.405  0.04
H1 -1.355 -0.151 -1.803  0.03
H2 -2.802 -0.427 -0.839  0.05
H3 -1.176 -1.004 -0.184  0.03
H4 0.707 -0.771 -0.970  0.10
H5 1.713 -0.440 1.807  0.12

---

Name the most stable of them. version a.

---

Version a
Entry from the Open Molecules 2025 dataset: the molecule C4H5N (ωB97M-V/def2-TZVPD).

Calculated values
LUMO energy = 0.842 eV
gap between HOMO and LUMO = 0.3407 Eh
charge = 0

Each line ends with the Löwdin charge.
Element x y z (Å)
C1 -1.378 1.441 -1.238  0.12
C2 -0.628 0.856 -0.505  -0.13
C3 0.233 0.120 0.406  -0.23
C4 0.872 -2.147 0.302  0.00
N1 0.959 -0.961 -0.272  -0.13
H1 -2.033 1.975 -1.887  0.03
H2 0.909 0.758 0.974  0.12
H3 -0.419 -0.429 1.087  0.11
H4 0.831 -1.909 1.400  0.00
H5 0.944 -0.920 -1.289  0.11

---

Version b
Entry from the Open Molecules 2025 dataset: the molecule C4H5N (ωB97M-V/def2-TZVPD).

Calculated values
LUMO energy = 0.702 eV
SMILES = [H]/N=C/C=C=C
gap between HOMO and LUMO = 0.3372 Eh
charge = 0

Each line ends with the Löwdin charge.
Element x y z (Å)
H1 1.587 2.102 -0.435  0.04
N1 0.857 1.403 -0.340  0.07
C1 1.345 0.280 0.028  -0.27
C2 0.465 -0.874 0.209  -0.10
C3 -0.780 -0.513 0.025  -0.16
C4 -1.964 0.004 0.096  0.03
H2 2.411 0.078 0.136  0.10
H3 0.804 -1.893 0.341  0.10
H4 -2.189 -0.908 0.707  0.11
H5 -2.536 0.323 -0.768  0.07

---

Name the most stable of them. version b.

---

Version a
Entry from the Open Molecules 2025 dataset: the molecule C4H5N (ωB97M-V/def2-TZVPD).

Calculated values
LUMO energy = 0.233 eV
gap between HOMO and LUMO = 0.3170 Eh
charge = 0

Each line ends with the Löwdin charge.
Element x y z (Å)
C1 0.393 -1.050 3.039  0.03
C2 0.407 -0.237 0.572  -0.04
C3 0.483 -0.057 -0.716  -0.17
C4 -0.425 0.654 -1.655  -0.10
N1 0.240 -0.661 1.786  -0.06
H1 -0.368 -0.506 3.620  0.00
H2 1.347 -0.538 -1.101  0.09
H3 0.079 1.333 -2.351  0.08
H4 -1.123 1.087 -0.925  0.08
H5 -1.032 -0.026 -2.268  0.08

---

Version b
Entry from the Open Molecules 2025 dataset: the molecule C4H5N (ωB97M-V/def2-TZVPD).

Calculated values
LUMO energy = 0.863 eV
SMILES = C#C[C@@H]1CN1
gap between HOMO and LUMO = 0.3770 Eh
charge = 0

Each line ends with the Löwdin charge.
Element x y z (Å)
C1 0.720 -2.047 0.911  0.11
C2 0.584 -0.905 0.504  -0.20
C3 0.452 0.424 0.342  -0.28
C4 -0.828 0.769 -0.153  -0.27
N1 0.099 0.616 -1.248  0.03
H1 0.485 -3.233 1.010  0.10
H2 1.320 1.262 0.509  0.20
H3 -1.543 1.669 -0.102  0.13
H4 -1.581 -0.097 -0.298  0.14
H5 0.292 1.542 -1.473  0.04

---

Name the most stable of them. version a.

---

Version a
Entry from the Open Molecules 2025 dataset: the molecule C4H5N (ωB97M-V/def2-TZVPD).

Calculated values
LUMO energy = 1.047 eV
SMILES = C#C[C@@H]1CN1
gap between HOMO and LUMO = 0.3955 Eh
charge = 0

Each line ends with the Löwdin charge.
Element x y z (Å)
C1 -2.470 -0.028 -0.242  0.10
C2 -1.291 -0.131 0.016  -0.09
C3 0.111 -0.180 0.428  -0.34
C4 1.178 0.611 -0.180  -0.18
N1 1.086 -0.788 -0.493  0.02
H1 -3.547 -0.046 -0.431  0.04
H2 0.210 -0.346 1.488  0.13
H3 1.978 0.991 0.467  0.11
H4 0.976 1.264 -1.053  0.12
H5 1.769 -1.347 0.000  0.09

---

Version b
Entry from the Open Molecules 2025 dataset: the molecule C4H5N (ωB97M-V/def2-TZVPD).

Calculated values
LUMO energy = 0.692 eV
SMILES = C1=CCN=C1
gap between HOMO and LUMO = 0.3714 Eh
charge = 0

Each line ends with the Löwdin charge.
Element x y z (Å)
C1 0.003 -0.469 1.051  -0.11
C2 0.400 0.745 0.588  -0.05
C3 0.172 0.728 -0.931  -0.22
N1 -0.568 -0.527 -1.185  0.03
C4 -0.555 -1.183 -0.026  -0.18
H1 0.027 -0.819 2.055  0.09
H2 0.896 1.563 1.194  0.12
H3 -0.415 1.512 -1.486  0.13
H4 1.092 0.603 -1.405  0.09
H5 -1.053 -2.154 0.144  0.11

---

Name the most stable of them. version b.

---

Version a
Entry from the Open Molecules 2025 dataset: the molecule C5H12BN (ωB97M-V/def2-TZVPD).

Calculated values
LUMO energy (spin up / spin down) = 0.278 / 0.278 eV
gap between HOMO and LUMO (spin up / spin down) = 0.2774 / 0.2774 Eh
charge = 0

Each line ends with the Löwdin charge.
Element x y z (Å)
B1 -1.648 -1.506 0.250  0.20
C1 -2.320 -0.282 -0.213  -0.24
C2 -1.783 1.019 0.291  -0.20
C3 -0.246 0.994 0.042  -0.33
C4 2.715 0.100 0.086  -0.09
C5 1.442 -0.863 -0.105  -0.30
N1 0.314 -0.224 0.515  -0.11
H1 -1.710 -2.682 0.366  0.04
H2 -1.797 -0.366 -1.216  0.15
H3 -3.390 -0.344 -0.233  0.10
H4 -2.286 1.879 -0.136  0.10
H5 -1.786 1.038 1.475  0.15
H6 0.022 1.048 -0.996  0.10
H7 0.257 1.852 0.450  0.10
H8 3.036 0.199 1.059  0.01
H9 3.668 -0.331 -0.472  0.10
H10 2.578 1.109 -0.361  0.06
H11 1.253 -0.876 -1.168  0.09
H12 1.680 -1.765 0.363  0.08

---

Version b
Entry from the Open Molecules 2025 dataset: a cluster of 2 separate species, C5H12BN in total (ωB97M-V/def2-TZVPD).

Calculated values
LUMO energy = 0.697 eV
gap between HOMO and LUMO = 0.2957 Eh
charge = 0

Each line ends with the Löwdin charge.
Element x y z (Å)
B1 -0.182 -0.079 0.331  -0.20
C1 -2.406 0.774 -0.368  -0.03
C2 -1.651 0.312 0.643  -0.13
C3 -0.635 -2.532 -0.082  -0.05
C4 1.110 1.982 0.084  -0.02
C5 2.202 -0.357 -0.046  -0.07
N1 1.045 0.486 0.168  -0.13
H1 -3.520 1.098 -0.191  0.08
H2 -2.149 1.222 -1.373  0.07
H3 -1.959 -0.003 1.584  0.06
H4 -0.763 -2.944 0.919  -0.04
H5 -0.091 -3.081 -0.907  -0.01
H6 -1.644 -2.202 -0.422  -0.04
H7 0.252 2.314 0.546  0.05
H8 2.009 2.540 0.408  0.10
H9 0.896 2.151 -0.961  0.09
H10 2.557 -0.144 -1.041  0.08
H11 2.989 -0.116 0.702  0.10
H12 1.938 -1.423 0.007  0.07

---

Name the most stable of them. version b.

---

Version a
Entry from the Open Molecules 2025 dataset: a structure of composition C39H26Br2N5O7Sc (ωB97M-V/def2-TZVPD).

Calculated values
LUMO energy = -0.906 eV
gap between HOMO and LUMO = 0.2443 Eh
charge = 0

Each line ends with the Löwdin charge.
Element x y z (Å)
Sc1 0.047 0.404 -0.128  1.05
O1 0.284 3.183 -3.279  0.07
C1 0.217 2.204 -2.561  -0.58
O2 0.401 2.139 -1.282  -0.12
C2 -0.200 0.860 -3.145  -0.16
C3 -0.367 0.527 -4.478  0.03
C4 -0.838 -0.751 -4.769  -0.02
C5 -1.154 -1.647 -3.751  0.03
C6 -0.972 -1.226 -2.450  -0.15
N1 -0.491 -0.019 -2.202  0.08
C7 -1.329 -1.969 -1.172  -0.57
O3 -1.692 -3.123 -1.198  0.09
O4 -1.227 -1.192 -0.128  -0.14
H1 -0.143 1.254 -5.246  0.12
H2 -0.976 -1.048 -5.801  0.11
H3 -1.542 -2.636 -3.949  0.13
C8 -3.998 3.096 -1.395  -0.03
O5 -3.431 3.556 -0.133  0.03
C9 -2.482 2.650 0.159  -0.31
N2 -2.225 1.724 -0.654  0.16
C10 -3.041 1.970 -1.851  -0.22
C11 -3.719 0.729 -2.366  -0.19
C12 -4.069 0.661 -3.711  -0.04
C13 -4.699 -0.467 -4.216  -0.08
C14 -4.968 -1.543 -3.379  -0.08
C15 -4.605 -1.486 -2.041  -0.06
C16 -3.991 -0.349 -1.533  -0.03
C17 -1.771 2.803 1.444  -0.14
C18 -2.039 3.847 2.313  0.03
C19 -1.368 3.882 3.524  -0.01
C20 -0.488 2.859 3.837  0.03
C21 -0.287 1.861 2.900  -0.15
N3 -0.888 1.840 1.711  0.16
C22 0.600 0.707 3.156  -0.31
N4 0.922 -0.121 2.262  0.15
C23 1.861 -1.078 2.881  -0.21
C24 1.842 -0.669 4.373  -0.03
O6 1.075 0.571 4.402  0.03
C25 1.546 -2.531 2.639  -0.19
C26 0.362 -2.950 2.052  -0.02
C27 0.125 -4.306 1.855  -0.06
C28 1.061 -5.245 2.259  -0.09
C29 2.250 -4.828 2.846  -0.09
C30 2.494 -3.477 3.026  -0.05
H4 -5.007 2.735 -1.204  0.13
H5 -4.023 3.942 -2.075  0.13
H6 -2.372 2.344 -2.630  0.14
H7 -3.819 1.484 -4.374  0.12
H8 -4.964 -0.513 -5.264  0.10
H9 -5.446 -2.431 -3.774  0.10
H10 -4.775 -2.335 -1.392  0.11
H11 -3.668 -0.324 -0.499  0.11
H12 -2.764 4.598 2.035  0.13
H13 -1.545 4.686 4.225  0.12
H14 0.032 2.815 4.783  0.13
H15 2.848 -0.878 2.454  0.14
H16 1.331 -1.399 4.999  0.13
H17 2.827 -0.453 4.778  0.13
H18 -0.368 -2.233 1.705  0.09
H19 -0.788 -4.610 1.360  0.11
H20 0.875 -6.300 2.103  0.10
H21 2.995 -5.555 3.145  0.10
H22 3.439 -3.153 3.453  0.12
Br1 3.031 -3.606 -0.785  0.83
C31 3.648 -1.906 -0.262  -0.60
C32 5.017 -1.727 0.018  -0.17
C33 5.508 -0.503 0.366  -0.63
Br2 7.364 -0.320 0.708  0.76
C34 4.645 0.618 0.468  -0.19
C35 5.043 1.938 0.780  -0.03
C36 4.107 2.930 0.841  -0.04
C37 2.752 2.609 0.630  -0.11
N5 2.347 1.395 0.370  0.08
C38 3.273 0.407 0.231  -0.15
C39 2.749 -0.862 -0.187  -0.40
O7 1.481 -0.961 -0.455  -0.16
H23 5.683 -2.575 -0.060  0.10
H24 6.090 2.151 0.950  0.08
H25 4.389 3.951 1.056  0.11
H26 1.984 3.375 0.682  0.12

---

Version b
Entry from the Open Molecules 2025 dataset: a structure of composition C39H26Br2N5O7Sc (ωB97M-V/def2-TZVPD).

Calculated values
LUMO energy = -0.678 eV
gap between HOMO and LUMO = 0.2556 Eh
charge = 0

Each line ends with the Löwdin charge.
Element x y z (Å)
Sc1 1.232 0.290 -0.433  1.11
O1 1.494 -3.824 -1.141  0.08
C1 1.612 -2.615 -1.179  -0.58
O2 1.430 -1.765 -0.232  -0.10
C2 2.003 -1.928 -2.488  -0.16
C3 2.332 -2.544 -3.681  0.02
C4 2.658 -1.739 -4.766  -0.03
C5 2.676 -0.357 -4.620  0.02
C6 2.355 0.172 -3.383  -0.15
N1 2.000 -0.607 -2.369  0.09
C7 2.378 1.639 -2.965  -0.58
O3 2.462 2.519 -3.806  0.07
O4 2.273 1.768 -1.692  -0.10
H1 2.333 -3.625 -3.731  0.12
H2 2.913 -2.188 -5.718  0.11
H3 2.945 0.308 -5.429  0.12
C8 1.273 4.855 0.812  -0.03
O5 0.558 4.663 -0.428  0.04
C9 0.361 3.346 -0.542  -0.31
N2 0.781 2.588 0.383  0.11
C10 1.521 3.413 1.336  -0.22
C11 1.116 3.220 2.777  -0.18
C12 -0.126 2.710 3.129  -0.03
C13 -0.462 2.538 4.464  -0.07
C14 0.438 2.886 5.460  -0.08
C15 1.672 3.420 5.115  -0.07
C16 2.008 3.585 3.781  -0.03
C17 -0.270 2.841 -1.769  -0.17
C18 -0.494 3.677 -2.852  0.04
C19 -1.019 3.132 -4.009  0.00
C20 -1.335 1.785 -4.026  0.04
C21 -1.075 1.027 -2.891  -0.16
N3 -0.528 1.530 -1.785  0.16
C22 -1.402 -0.407 -2.859  -0.31
N4 -0.944 -1.216 -2.000  0.19
C23 -1.449 -2.555 -2.366  -0.21
C24 -2.444 -2.254 -3.514  -0.07
O6 -2.212 -0.870 -3.830  0.02
C25 -2.068 -3.368 -1.249  -0.16
C26 -2.971 -4.377 -1.573  -0.04
C27 -3.536 -5.160 -0.578  -0.08
C28 -3.201 -4.949 0.750  -0.09
C29 -2.285 -3.960 1.074  -0.06
C30 -1.720 -3.174 0.081  -0.02
H4 0.646 5.436 1.487  0.13
H5 2.191 5.398 0.600  0.13
H6 2.573 3.135 1.234  0.16
H7 -0.828 2.440 2.351  0.10
H8 -1.429 2.127 4.725  0.11
H9 0.185 2.739 6.502  0.10
H10 2.381 3.698 5.884  0.10
H11 2.980 3.986 3.513  0.12
H12 -0.230 4.722 -2.778  0.13
H13 -1.172 3.745 -4.886  0.12
H14 -1.771 1.310 -4.892  0.13
H15 -0.600 -3.127 -2.755  0.15
H16 -3.481 -2.358 -3.194  0.13
H17 -2.274 -2.848 -4.408  0.13
H18 -3.222 -4.564 -2.611  0.11
H19 -4.238 -5.941 -0.845  0.10
H20 -3.643 -5.560 1.526  0.10
H21 -1.991 -3.804 2.105  0.10
H22 -0.973 -2.438 0.333  0.09
Br1 4.238 -0.580 3.403  0.79
C31 2.360 -0.762 3.376  -0.59
C32 1.713 -1.357 4.461  -0.16
C33 0.348 -1.448 4.483  -0.62
Br2 -0.490 -2.234 5.993  0.76
C34 -0.428 -0.969 3.408  -0.19
C35 -1.838 -0.987 3.355  -0.03
C36 -2.483 -0.504 2.250  -0.04
C37 -1.724 -0.032 1.171  -0.13
N5 -0.413 0.018 1.187  0.05
C38 0.251 -0.414 2.294  -0.15
C39 1.683 -0.257 2.273  -0.40
O7 2.264 0.329 1.270  -0.17
H23 2.297 -1.737 5.286  0.10
H24 -2.393 -1.386 4.193  0.08
H25 -3.562 -0.505 2.188  0.11
H26 -2.207 0.301 0.259  0.11

---

Name the most stable of them. version a.